a.
Computed, not measured: 3 unconnected molecules or ions with the total composition C4H15NO2S, with ωB97M-V with the def2-TZVPD basis set.

Computed properties:
**HOMO energy**: -9.16 eV
**HOMO-LUMO gap**: 0.36684 Eh
**LUMO level**: 0.030 hartree
**SMILES**: C[C@H](N)CCS.O.O

The geometry in XYZ format:
```
23
C4H15NO2S | the OMol25 dataset | ωB97M-V with the def2-TZVPD basis set
C 0.540 0.520 -2.063
C -0.074 0.130 -0.717
C -1.309 -0.762 -1.010
C -2.100 -1.146 0.292
S -2.373 0.244 1.417
N 0.847 -0.602 0.151
H 0.657 -0.327 -2.748
H -0.021 1.285 -2.607
H 1.556 0.927 -1.988
H -0.481 0.982 -0.177
H -1.019 -1.704 -1.457
H -2.050 -0.271 -1.641
H -1.502 -1.915 0.781
H -3.057 -1.536 -0.050
H -2.576 -0.454 2.569
H 1.764 -0.127 0.054
H 0.989 -1.538 -0.220
H -0.005 1.052 2.309
H 0.955 0.040 1.795
O 0.842 0.667 2.563
H 2.154 1.477 1.372
H 3.565 1.670 0.813
O 2.697 1.388 0.563
```

These are the Löwdin partial charges, in e, on atoms 1 to 5: -0.07, -0.47, -0.23, -0.54, 0.73

b.
Computed, not measured: 3 unconnected molecules or ions with the total composition C4H15NO2S, with ωB97M-V with the def2-TZVPD basis set.

Computed properties:
**HOMO energy**: -8.55 eV
**HOMO-LUMO gap**: 0.33968 Eh
**LUMO level**: 0.025 hartree
**SMILES**: CNCCCS.O.O

The geometry in XYZ format:
```
23
C4H15NO2S | the OMol25 dataset | ωB97M-V with the def2-TZVPD basis set
C -0.812 -0.027 0.790
C -0.624 0.971 -0.459
S -0.256 2.622 0.087
C -0.699 -1.566 0.482
N -1.728 -2.116 -0.444
C -1.218 -2.364 -1.837
H -0.129 0.298 1.618
H -1.755 0.122 1.342
H -1.622 1.004 -0.975
H 0.016 0.399 -1.099
H 0.337 3.265 -0.927
H 0.405 -1.697 0.063
H -0.599 -2.079 1.569
H -2.689 -1.854 -0.281
H -1.489 -3.408 -2.051
H -0.159 -2.446 -1.928
H -1.629 -1.656 -2.537
H 1.646 1.995 2.052
H 2.936 0.974 1.942
O 2.079 1.262 1.525
H 1.564 -1.525 -0.489
H 2.557 -1.615 0.511
O 2.537 -1.387 -0.396
```

These are the Löwdin partial charges, in e, on atoms 1 to 5: -0.27, -0.57, 0.73, -0.24, -0.11

c.
Computed, not measured: 3 unconnected molecules or ions with the total composition C4H15NO2S, with ωB97M-V with the def2-TZVPD basis set.

Computed properties:
**HOMO energy**: -8.79 eV
**HOMO-LUMO gap**: 0.32942 Eh
**LUMO level**: 0.006 hartree
**SMILES**: CN[C@H](C)CS.O.O

The geometry in XYZ format:
```
23
C4H15NO2S | the OMol25 dataset | ωB97M-V with the def2-TZVPD basis set
C -1.073 1.347 -1.032
N -0.378 1.558 0.352
C 0.103 0.164 0.834
C 1.346 0.539 1.662
S 2.238 -0.993 2.358
C -1.048 -0.396 1.561
H -2.128 1.214 -1.015
H -0.684 2.047 -1.815
H -0.459 0.489 -1.524
H -1.045 2.085 1.002
H 0.297 -0.698 0.062
H 2.285 0.835 0.957
H 1.243 1.148 2.481
H 2.476 -1.420 1.173
H -0.792 -1.449 1.829
H -1.244 0.065 2.577
H -1.915 -0.593 1.087
H -1.732 -2.222 -2.138
H -2.315 -1.143 -1.102
O -2.058 -1.254 -1.976
H 1.837 -1.060 -2.421
H 2.815 -0.003 -2.023
O 2.233 -0.260 -2.886
```

These are the Löwdin partial charges, in e, on atoms 1 to 5: -0.11, -0.09, -0.49, -0.45, 0.66

Energy comparison, zero being the most stable, in kcal/mol: a 0.0; b 59.9; c 82.0.

a.
Computed, not measured: 2 unconnected molecules or ions with the total composition C3H6ClNO, with ωB97M-V with the def2-TZVPD basis set.

Computed properties:
**HOMO energy (spin up / spin down)**: -7.95 / -7.08 eV
**HOMO-LUMO gap (spin up / spin down)**: 0.31827 / 0.24365 Eh
**LUMO level (spin up / spin down)**: 0.026 / -0.016 hartree

The geometry in XYZ format:
```
12
C3H6ClNO | the OMol25 dataset | ωB97M-V with the def2-TZVPD basis set
C 0.721 2.079 0.792
C -0.680 -0.900 0.438
C -1.098 0.349 -0.173
N 1.849 2.071 0.387
O -1.013 0.753 -1.518
Cl 0.163 2.969 2.145
H -0.638 -1.739 -0.344
H 0.401 -0.793 0.657
H -1.193 -1.148 1.328
H -1.672 0.997 0.322
H 2.728 2.274 1.007
H -0.620 0.001 -2.029
```

These are the Löwdin partial charges, in e, on atoms 1 to 5: -0.76, -0.08, -0.20, -0.02, -0.01

b.
Computed, not measured: a single C3H6ClNO molecule, with ωB97M-V with the def2-TZVPD basis set.

Computed properties:
**HOMO energy**: -9.73 eV
**HOMO-LUMO gap**: 0.36731 Eh
**LUMO level**: 0.010 hartree
**SMILES**: CCN(Cl)C=O

The geometry in XYZ format:
```
12
C3H6ClNO | the OMol25 dataset | ωB97M-V with the def2-TZVPD basis set
C -0.919 0.423 -1.852
C 0.703 -0.263 1.508
C 0.544 -0.445 0.077
N -0.550 0.459 -0.598
O -0.395 -0.292 -2.683
Cl -1.398 1.535 0.532
H -1.653 1.212 -1.970
H -0.291 -0.603 1.875
H 1.383 -1.059 1.726
H 0.890 0.664 2.009
H 1.384 -0.191 -0.544
H 0.302 -1.439 -0.080
```

These are the Löwdin partial charges, in e, on atoms 1 to 5: -0.47, -0.15, -0.22, -0.40, 0.03

c.
Computed, not measured: 2 unconnected molecules or ions with the total composition C3H6ClNO, with ωB97M-V with the def2-TZVPD basis set.

Computed properties:
**HOMO energy**: -9.66 eV
**HOMO-LUMO gap**: 0.37281 Eh
**LUMO level**: 0.018 hartree

The geometry in XYZ format:
```
12
C3H6ClNO | the OMol25 dataset | ωB97M-V with the def2-TZVPD basis set
C -1.023 -0.504 0.041
C 0.843 1.249 -0.396
C 0.378 0.061 0.307
N -1.130 -1.714 -0.256
O 1.377 -0.866 0.207
Cl -2.313 0.664 0.238
H 0.395 2.189 -0.030
H 1.892 1.327 -0.247
H 0.465 0.996 -1.422
H 0.269 0.569 1.745
H -2.072 -2.186 -0.214
H 0.917 -1.784 0.027
```

These are the Löwdin partial charges, in e, on atoms 1 to 5: -0.78, -0.10, -0.56, 0.10, -0.05

d.
Computed, not measured: a single C3H6ClNO molecule, with ωB97M-V with the def2-TZVPD basis set.

Computed properties:
**HOMO energy**: -9.91 eV
**HOMO-LUMO gap**: 0.40103 Eh
**LUMO level**: 0.037 hartree
**SMILES**: C=C[C@H](Cl)ON

The geometry in XYZ format:
```
12
C3H6ClNO | the OMol25 dataset | ωB97M-V with the def2-TZVPD basis set
C 0.030 2.018 -1.044
C -0.305 1.282 -0.037
C -0.216 -0.204 -0.144
N 0.771 -2.086 0.747
O 0.475 -0.689 0.947
Cl -1.990 -0.656 0.168
H -0.015 3.054 -0.811
H 0.514 1.412 -1.765
H -0.815 1.606 0.747
H 0.039 -0.732 -1.156
H 1.586 -2.452 1.333
H -0.074 -2.552 1.013
```

These are the Löwdin partial charges, in e, on atoms 1 to 5: 0.04, -0.24, -0.67, 0.03, -0.22

Energy comparison, zero being the most stable, in kcal/mol: a 64.7; b 0.0; c 5.5; d 35.6.